Record 1
101
Properties=species:S:1:pos:R:3 method="wB97M-V/def2-TZVPD" homo_energy_ev="-16.495 / -16.510" energy_ev=-90848.08512 total_charge=+3 multiplicity=3
Mo 0.0603 -0.0871 0.3514
S 1.0965 0.9030 -2.3088
P 1.5523 -0.9111 2.0674
P -1.1078 -1.9706 1.3842
O -1.3562 0.5722 3.6012
O 0.8082 -0.3305 -1.3103
O -0.8493 1.6537 -0.6124
O -3.9038 4.0170 2.1021
N -1.2267 1.1049 1.4288
N -2.6338 2.3065 2.8576
C -1.7363 1.2970 2.7111
C -5.1267 -2.7392 1.4485
C -5.5664 -1.9466 0.3981
C -3.9055 2.6284 -1.0634
C 3.2360 -1.4835 1.7951
C -2.9128 3.6948 -0.6052
C -0.6358 -3.4753 0.4964
C -2.1371 3.2738 0.6545
C 0.8484 -2.0901 3.3012
C -3.0230 3.2449 1.8920
C 1.9971 3.4505 3.4084
C 4.6618 -0.7645 -3.2961
C 4.3293 -0.8282 2.3529
C -0.7656 -0.5059 -5.6229
C -1.4620 5.7109 1.1270
C 3.4588 -0.5407 -2.6430
C -1.7628 0.4454 -5.8002
C 1.4360 1.1844 4.0127
C -0.4670 -5.8675 0.3413
C -3.7900 -2.7476 1.8131
C -0.9783 4.2761 1.0079
C 4.6665 -3.1711 0.8779
C -2.8925 -1.9337 1.1223
C -4.6660 -1.1644 -0.3131
C 2.3015 3.0447 2.1143
C -0.4811 -3.3763 -0.8894
C 2.9803 1.2587 -4.2032
C 1.7115 0.7781 2.7123
C 1.5806 2.5219 4.3519
C 3.3965 -2.6518 1.0458
C 2.6279 0.4559 -3.1243
C -1.4308 1.9889 0.4562
C -0.0722 0.6050 -3.6285
C -1.0929 1.5387 -3.7695
C -3.3342 -1.1573 0.0496
C 0.0959 -0.4310 -4.5401
C -1.9379 1.4537 -4.8628
C -0.6263 -4.7268 1.1110
C 2.1534 1.7154 1.7582
C -0.3049 -5.7653 -1.0315
C -0.3018 -4.5199 -1.6456
C 4.1913 1.0310 -4.8341
C 5.5933 -1.3595 2.1707
C -0.6687 -2.2325 3.1518
C 5.7605 -2.5297 1.4461
C 5.0271 0.0202 -4.3799
H 0.8841 -1.1595 -4.4132
H -1.0052 -3.2163 3.4894
H -3.4073 1.6846 -1.2899
H 2.6681 3.7632 1.3974
H 4.8038 -4.0792 0.3117
H -0.5279 -2.3964 -1.3719
H -4.4096 2.9725 -1.9629
H -0.6951 6.3052 1.6145
H -5.0059 -0.5813 -1.1548
H -2.7128 2.1906 -4.9966
H 4.4805 1.6480 -5.6705
H 6.4421 -0.8591 2.6060
H -4.6630 2.4471 -0.3041
H -0.1796 -4.4577 -2.7167
H 5.9610 -0.1651 -4.8859
H -5.8261 -3.3688 1.9780
H 5.3149 -1.5504 -2.9522
H 2.1107 4.4877 3.6865
H -3.4559 4.6077 -0.3653
H -2.1978 3.9073 -1.4043
H -0.1939 -6.6563 -1.6286
H 1.3482 -3.0511 3.1200
H -6.6094 -1.9401 0.1205
H -1.2066 2.3239 -3.0373
H -0.6374 -1.2924 -6.3494
H 6.7459 -2.9530 1.3329
H -2.6074 -0.5577 -0.5120
H -2.4004 0.4053 -6.6712
H -2.3638 5.7735 1.7293
H -3.0953 2.3879 3.7616
H 3.1691 -1.1388 -1.7854
H -0.4883 -6.8390 0.8108
H -1.6552 6.1423 0.1499
H 1.1145 0.4745 4.7598
H -0.2160 4.1992 0.2269
H 1.1326 -1.7577 4.3060
H 1.3784 2.8324 5.3643
H -3.4559 -3.3825 2.6210
H -0.5343 3.9429 1.9528
H 4.1947 0.0716 2.9354
H 2.4909 1.3738 0.7730
H -0.7533 -4.8254 2.1797
H 2.3226 2.0422 -4.5516
H 2.5255 -3.1445 0.6181
H -1.1990 -1.4790 3.7417

***

Record 2
114
Properties=species:S:1:pos:R:3 method="wB97M-V/def2-TZVPD" smiles="O=[N+]([O-])c1ccccc1.O=[N+]([O-])c1ccccc1.O=[N+]([O-])c1ccccc1.O=[N+]([O-])c1ccccc1.O=[N+]([O-])c1ccccc1.O=[N+]([O-])c1ccccc1.CC#N.CC#N.CC#N.CC#N.CC#N" homo_energy_ev=-9.690 energy_ev=-89374.99482 multiplicity=1
O 0.4218 -4.5551 6.0425
O 1.4997 -6.9583 -1.5788
O 3.4305 -6.7432 -0.6387
O 1.5259 -2.7214 5.8585
O 5.0035 -2.8070 1.7529
O 6.8076 -1.7309 2.1724
O -3.0570 -1.6586 4.2645
O -4.7461 -1.2824 0.6610
O 0.5613 6.3943 -1.5251
O -2.8045 -0.3475 0.8339
O 0.5116 4.7638 -0.1180
O -2.1732 -1.7812 6.2314
N -4.0252 -0.3151 0.8125
N -1.8326 -2.8697 -1.7929
N -2.2054 -1.3954 5.0894
N 1.4692 3.3229 -3.6507
N 2.5153 -6.3289 -1.3095
N 2.2575 -0.2143 -5.4219
N 5.7451 -1.8525 1.6214
N 0.9333 -3.6722 5.3905
N -0.0068 5.4637 -0.9733
N -1.5295 0.9395 -2.2144
N 4.5951 2.0533 2.6551
C -1.3866 5.1992 -1.3996
C 2.5015 -2.3561 -2.7788
C -4.4103 -2.7570 -2.1688
C 1.4201 -2.7647 3.1438
C 0.3109 -4.8799 3.3399
C 3.6663 -4.1591 -1.7003
C -2.1406 6.2157 -1.9579
C 3.6503 -2.8614 -2.2284
C 5.8445 0.9381 -0.8307
C -0.2774 0.1923 -5.3353
C 6.2689 0.0655 0.1706
C -3.2739 3.7387 -1.5790
C -5.8700 3.4633 1.4529
C 1.3192 -3.1112 -2.8596
C -0.9911 3.5559 -4.5216
C 4.0194 -0.8083 0.2087
C 0.6081 -3.8853 1.1707
C -0.1375 -0.4831 -0.5498
C 0.1254 0.5188 2.8825
C 3.5975 0.1026 -0.7480
C -4.5358 3.2666 1.8229
C -5.9613 1.2050 0.6103
C -3.4348 5.9879 -2.4064
C -6.5840 2.4245 0.8501
C 3.7319 2.4532 2.0154
C -2.9548 -2.8203 -2.0213
C 0.3916 3.4370 -4.0317
C -1.9353 3.9272 -1.2506
C 1.1363 0.0134 -5.3632
C 1.0559 1.0157 3.7846
C -0.9334 -0.2899 3.2529
C -0.9240 0.3178 -1.4620
C 1.3762 -4.4113 -2.4184
C -0.2146 -0.0313 5.5565
C 2.6648 2.9626 1.1681
C 5.3326 -0.8335 0.6573
C -1.1003 -0.5414 4.6112
C 1.2487 -2.8111 1.7668
C -3.9997 4.7648 -2.1708
C -4.6420 1.0094 1.0039
C 0.9013 -3.7779 3.9277
C 2.5410 -4.9485 -1.8506
C 4.5409 0.9841 -1.3003
C 0.1738 -4.9448 1.9598
C -3.9515 2.0291 1.6180
C 0.9436 0.6063 5.1243
H -0.7686 -0.7468 -5.0594
H 4.2262 1.6348 -2.1047
H 2.4239 -1.3453 -3.1645
H -6.3363 4.4268 1.6058
H -7.5521 2.6650 0.4346
H 2.0606 3.7172 1.6680
H -0.3106 -0.2297 6.6132
H -0.0797 -5.6895 3.9406
H 1.4910 -1.9353 1.1822
H -0.6732 0.8535 -4.5637
H -0.3329 -5.7841 1.5046
H 3.3682 -1.4891 0.7389
H -4.6642 -1.7148 -1.9655
H 3.0803 3.2781 0.2157
H -1.5870 -0.7130 2.5047
H -5.0457 -3.3626 -1.5310
H -1.0969 3.1959 -5.5459
H -3.9625 6.7662 -2.9396
H 4.5406 -2.2519 -2.1741
H -5.0161 4.5245 -2.4643
H -6.4976 0.3951 0.1345
H 1.9370 2.1628 1.0043
H -4.7288 -2.9382 -3.1953
H 6.6389 1.4676 -1.3438
H 0.3740 -1.1698 -1.2318
H 1.9036 1.6339 3.5248
H 0.5121 0.1412 0.0566
H -3.9479 4.0335 2.3050
H 2.6240 -0.0023 -1.2025
H -1.6872 3.0078 -3.8921
H 0.4459 -2.6472 -3.2902
H 0.4761 -4.9974 -2.5499
H -0.8081 -1.1058 0.0427
H 0.2319 0.7601 1.8294
H -0.6234 0.5015 -6.3221
H 1.9560 -1.9001 3.5137
H 0.4708 -3.9334 0.0974
H -2.9390 1.9625 1.9982
H -1.4016 3.0585 -0.8985
H 4.5343 -4.4599 -1.1290
H -1.2744 4.6039 -4.6190
H 7.2648 0.0393 0.5871
H -1.7543 7.2250 -2.0276
H -3.6987 2.7483 -1.4928
H 1.6183 0.9904 5.8768

***

Record 3
113
Properties=species:S:1:pos:R:3 method="wB97M-V/def2-TZVPD" homo_energy_ev="-2.635 / -4.359" energy_ev=-172216.43997 total_charge=-1 multiplicity=2
Hg 0.0453 1.0786 0.0213
Br 4.4956 -0.9805 -5.6260
Cl -6.1723 2.9696 6.6122
S -2.5319 2.4296 1.2558
O 1.5755 3.3435 -1.5810
O 0.9987 -1.0989 5.1266
O -0.1562 4.1742 -0.3550
N -2.4694 0.8054 -1.1801
N 3.7081 -1.8020 1.8497
N -3.9819 3.8333 -0.4492
N 2.7549 0.6855 -2.3029
N -0.6111 -0.7460 1.0939
N -3.2089 1.9197 -1.3500
N 2.5222 -2.3570 2.1885
N 0.2306 1.2763 5.0006
N 2.2361 -0.5369 0.8842
N 1.3578 1.9589 5.3037
N 1.1553 1.7326 3.0717
N -1.6178 -3.1838 2.2609
N -0.6927 -1.2805 -1.0888
C 0.0568 -1.6684 7.2839
C -0.0174 -2.3967 -0.8416
C 1.9833 6.8650 -2.5602
C 0.0767 -3.1916 7.1314
C 3.7671 1.3218 -1.7238
C -3.2359 2.6908 -0.2737
C -0.3231 -2.8868 2.1868
C 1.4301 -1.2283 7.8118
C -5.6270 0.1929 -4.2633
C -2.7391 -1.8892 5.5804
C -1.9392 -1.0600 1.1494
C -2.5430 -0.0954 -2.0949
C -4.8415 0.7393 7.3619
C 1.6483 -1.5583 1.5857
C -1.3099 -1.6569 5.0547
C 5.3048 0.6336 -3.4152
C -5.0799 0.1436 -5.5399
C -3.6058 -0.6766 5.8293
C 0.1305 6.5362 -1.0230
C -0.4459 0.5378 6.0493
C 1.5003 4.6940 -1.7720
C 4.2451 -0.0191 -4.0142
C -2.8871 -0.0435 -4.5740
C 0.2102 -1.7356 1.6293
C 1.8593 2.2252 4.1198
C -2.1270 -2.5235 -2.5298
C -0.2025 -0.9958 5.8969
C 3.5165 -0.7247 1.0806
C -4.7554 1.2954 5.0185
C 2.9860 0.0281 -3.4300
C -3.9736 0.1731 4.7881
C -2.4167 -2.2104 1.6979
C -4.0548 -0.3753 7.1119
C 0.1172 1.1758 3.6676
C 2.2920 5.5040 -2.5541
C -3.7064 0.0287 -5.6929
C -3.4259 0.0066 -3.2928
C -1.7497 -1.3291 -1.9052
C -0.9929 -1.2951 8.3368
C 5.0555 1.3226 -2.2379
C -5.1825 1.5645 6.3075
C -0.3260 -3.6213 -1.4114
C -1.4068 -3.6754 -2.2793
C 0.9257 7.3690 -1.8108
C -4.8060 0.1296 -3.1490
C 0.4457 5.1963 -1.0250
B 0.5352 3.0054 -0.6907
H -1.5122 0.7578 6.0485
H -1.9893 -1.6398 8.0714
H 3.5251 1.8623 -0.8159
H -3.7946 -1.0234 7.9403
H -1.6979 -4.6095 -2.7439
H -6.6983 0.2882 -4.1362
H -3.4851 -2.3928 1.6993
H -1.8137 -0.1377 -4.6932
H -0.6944 6.9138 -0.4346
H -3.2701 -0.0046 -6.6838
H -5.7227 0.1977 -6.4099
H 0.7978 -3.5042 6.3732
H -0.9465 -2.6331 4.7202
H 3.1090 5.0977 -3.1355
H -0.0237 0.9275 6.9704
H -2.7386 -2.5047 6.4811
H 6.2915 0.6062 -3.8577
H 5.8479 1.8575 -1.7312
H 0.7138 8.4301 -1.8400
H -4.9951 1.9614 4.2016
H 2.7872 2.7636 4.0111
H 0.3774 -3.6130 2.5911
H 4.5656 -2.1928 2.1938
H 2.1443 -0.4810 -3.8867
H -3.8164 4.5598 0.2248
H -1.0417 -0.2199 8.5145
H -2.9888 -2.5406 -3.1824
H -3.6303 -0.0217 3.7766
H 1.5283 -0.1426 7.8551
H -3.2128 -2.4956 4.8027
H -5.2259 0.1891 -2.1536
H -0.6951 0.6782 3.1610
H -0.7262 -1.7687 9.2849
H 0.2585 -4.4991 -1.1712
H 2.2324 -1.6010 7.1787
H -0.9004 -3.5921 6.8578
H -2.6155 -0.3191 0.7421
H 1.5688 -1.6187 8.8232
H 2.5779 7.5407 -3.1615
H 0.9483 -1.8776 4.5615
H 4.3240 -0.1211 0.6990
H 0.3748 -3.6519 8.0765
H 0.8124 -2.2947 -0.1494
H -1.3814 -1.0753 4.1310
H -5.1858 0.9654 8.3622
H -4.1408 4.1000 -1.4081

***

Record 4
106
Properties=species:S:1:pos:R:3 method="wB97M-V/def2-TZVPD" homo_energy_ev=-16.735 energy_ev=-87486.89977 total_charge=+4 multiplicity=1
Sb -2.5340 1.9676 -0.3317
Mo 0.5372 -0.6827 0.1696
S 1.3404 1.0747 -0.7487
F -6.4662 -0.7657 0.3916
O 0.5164 -1.8433 -1.2744
O -1.4798 -1.1408 0.1191
O 2.1022 -1.4171 0.8363
O 1.1333 -3.9540 -0.6852
N 0.1912 4.0591 1.1677
N 0.1454 -0.5369 2.1580
N -10.1652 -4.0515 -1.1879
N -3.0061 -4.8635 -0.7695
N -7.5502 -3.2870 -0.2649
N -0.2698 0.7003 1.6556
C 4.0135 -3.5246 3.0489
C -3.8900 -3.8181 -0.4877
C -1.6376 3.6817 -1.2512
C -5.6383 -1.7659 0.0568
C -0.2525 2.0172 2.3408
C -1.1697 -3.3688 -0.6697
C -1.3012 5.9851 -1.8388
C -0.1978 2.0691 3.8253
C 3.3835 -3.3051 4.2879
C -3.5041 -6.2435 -0.8688
C -9.5815 -2.6934 -1.5090
C -1.9728 -2.3045 -0.2485
C -6.3094 3.6146 -1.2674
C -5.2679 -4.0521 -0.5007
C 0.2696 -3.1626 -0.8671
C -6.9090 4.1346 -0.1281
C -2.5582 0.9505 2.6916
C -3.3798 -2.5364 -0.2114
C -6.1881 -3.0453 -0.2453
C -4.3079 -1.5178 0.0666
C 2.1468 2.9707 2.0302
C -5.0190 3.4268 1.2341
C -4.4202 2.9038 0.0817
C -8.5966 -2.2736 -0.4259
C -1.0052 3.3096 -2.4466
C -0.5288 4.2650 -3.3324
C -1.5810 1.4961 1.7246
C 0.6835 3.0492 1.7524
C -9.0708 -5.0792 -1.0118
C -4.3879 3.4188 2.6054
C -8.1210 -4.5901 0.0685
C 3.5834 -2.9072 1.8889
C -0.6785 5.6101 -3.0217
C 2.3155 -2.4571 4.3616
C -1.7077 -4.6218 -0.8602
C -2.8148 -7.2346 -1.7463
C -6.2691 4.0356 1.0982
C 0.8374 -0.8428 3.2385
C -1.1539 1.5188 4.5803
C -5.0749 2.9928 -1.1559
C -4.1694 -6.7204 -2.1259
C 1.8185 -1.8458 3.1848
C -2.4575 5.5661 0.3238
C -2.3224 0.8768 4.0040
C -1.7914 5.0425 -0.9324
C 2.4782 -2.0880 1.9539
H -9.1262 -2.1287 0.5232
H 4.0835 -3.0537 0.9407
H -2.7214 -8.2388 -1.3563
H -7.8682 4.6346 -0.1971
H -6.7910 3.7010 -2.2346
H -0.9042 2.2606 -2.7086
H 0.7821 4.7932 0.7832
H -10.3988 -1.9812 -1.5931
H 1.8218 -2.2680 5.3095
H 0.6014 2.6394 4.2871
H -7.3556 -5.3390 0.2370
H -1.4212 7.0404 -1.6095
H -4.6515 4.3224 3.1566
H 2.3358 3.4519 2.9945
H -8.5736 -5.1706 -1.9745
H -3.2967 3.3732 2.5545
H -10.8130 -4.3418 -1.9215
H 0.6625 -0.2935 4.1502
H -8.1898 -1.3168 -0.7198
H -1.0668 -5.4598 -1.0968
H -1.9834 -6.9212 -2.3665
H -0.0550 3.9626 -4.2597
H -4.6131 2.5923 -2.0604
H 2.4863 1.9417 2.0906
H -2.7413 4.7772 1.0186
H -3.9721 -0.5163 0.2888
H -3.3839 6.0897 0.0781
H -3.5184 0.6366 2.2978
H -5.6122 -5.0387 -0.7709
H -5.0252 -7.3760 -2.0235
H 2.7304 3.5011 1.2769
H -9.0905 -2.7901 -2.4744
H -9.5282 -6.0300 -0.7490
H -0.3146 6.3704 -3.7035
H -8.6741 -4.4938 1.0118
H 3.7522 -3.7972 5.1774
H -4.7314 2.5721 3.2035
H -1.0842 1.5999 5.6601
H -3.0675 0.4562 4.6708
H 4.8708 -4.1843 3.0000
H -1.8260 6.2945 0.8429
H -3.8923 -6.5905 0.0787
H -6.7392 4.4615 1.9796
H -4.2114 -6.0372 -2.9673
H -10.7179 -3.9919 -0.3301
H -0.8041 4.1526 0.9914

***

We obtain energy relative to the best compared isomer or geometry (same formula, charge and spin) values of 119.1; 0.0; 191.1; 128.4 kJ/mol for the records listed above, in that order.